{
  "formula": "C28H58NO4S4",
  "method": "ωB97M-V/def2-TZVPD",
  "species": ["S", "S", "S", "S", "O", "O", "O", "O", "N", "C", "C", "C", "C", "C", "C", "C", "C", "C", "C", "C", "C", "C", "C", "C", "C", "C", "C", "C", "C", "C", "C", "C", "C", "C", "C", "C", "C", "H", "H", "H", "H", "H", "H", "H", "H", "H", "H", "H", "H", "H", "H", "H", "H", "H", "H", "H", "H", "H", "H", "H", "H", "H", "H", "H", "H", "H", "H", "H", "H", "H", "H", "H", "H", "H", "H", "H", "H", "H", "H", "H", "H", "H", "H", "H", "H", "H", "H", "H", "H", "H", "H", "H", "H", "H", "H"],
  "xyz": [[-2.235300, 1.038498, -5.200583], [0.480701, 3.432028, 3.455928], [2.438254, 7.070226, 1.701905], [1.504730, -3.607434, 1.266880], [1.609528, 3.451312, 2.480134], [-5.480809, -3.950793, 1.494853], [-1.887752, 2.224812, -4.374871], [1.808836, 7.293403, 3.035184], [-1.120502, -4.347617, 0.763196], [0.262598, -5.922022, 1.903101], [1.127239, 7.138756, 0.472336], [-2.598122, 0.097701, -0.564559], [-1.277059, 2.051802, 0.433880], [-2.182954, -5.184163, 0.827718], [-1.958605, 1.476196, -6.922378], [-2.343859, 1.641203, -0.636665], [3.186895, 0.089687, -1.064046], [0.167635, 2.142726, -0.146018], [0.076436, -4.702896, 1.300785], [-2.554537, -2.101408, -1.919952], [3.897040, -0.871780, -0.083020], [3.230504, 8.612900, 1.224534], [-0.811208, -6.818723, 1.968113], [-0.010847, 5.133098, 3.736729], [-4.030166, 0.968172, -5.309034], [-4.620228, -5.080928, 1.449330], [5.565893, -2.850737, 0.043374], [1.088232, 0.959671, 0.217963], [1.187824, 3.164483, 5.087902], [-2.025523, -6.434114, 1.421049], [2.519765, 1.286428, -0.341201], [-3.565830, -4.861353, 0.275969], [-1.504946, -3.145477, -1.449323], [-1.960555, -0.650551, -1.755255], [4.386835, -2.184038, -0.734048], [4.990945, -3.845377, 1.089476], [-1.300255, -3.041773, 0.089459], [4.779538, -0.337366, 0.305495], [-5.157148, -6.024507, 1.300143], [-2.028594, 1.929745, -1.649712], [3.969107, 0.526479, -1.713296], [2.484935, -0.428832, -1.742435], [-2.875701, -7.116964, 1.452860], [0.547264, 8.053937, 0.597805], [5.773693, -4.376973, 1.651370], [0.620853, 3.052314, 0.272507], [-3.519546, -2.197968, -1.399603], [0.084550, 2.173473, -1.243491], [1.562395, 7.099704, -0.526253], [3.545534, -2.899127, -0.762140], [-4.421796, 0.742839, -4.317863], [-0.446548, 5.516690, 2.816359], [-3.289318, 2.140706, -0.374994], [1.212747, 0.875066, 1.313218], [1.410246, -3.010594, 2.487264], [4.066021, 8.787319, 1.899709], [3.189278, -1.084195, 0.741215], [-2.479594, 2.404923, -7.155355], [-1.363225, 1.443435, 1.347057], [-2.740291, -2.225786, -2.999263], [-4.419312, 1.930084, -5.643320], [-0.504690, -2.323085, 0.300237], [0.856535, 5.730626, 4.003045], [-0.888749, 1.610347, -7.070400], [1.597830, 2.156136, 5.120074], [-0.871185, -0.790928, -1.634667], [-2.101357, -0.092603, -2.687484], [4.266595, -4.536109, 0.634548], [1.983962, 3.887074, 5.269004], [-3.754483, -5.597432, -0.520516], [3.157515, 1.704805, 0.449373], [-2.218314, -2.602536, 0.508826], [-4.323374, 0.179245, -6.002335], [1.208677, -6.207041, 2.356722], [4.426177, -3.262857, 1.844216], [-0.755865, 5.170182, 4.533403], [-3.699412, -3.832215, -0.054637], [-5.021497, -3.298273, 2.038256], [4.737033, -2.038832, -1.768107], [2.374274, 2.066409, -1.107739], [0.733732, -0.017454, -0.157752], [-0.750608, -7.802715, 2.436425], [-3.691646, -0.051915, -0.638364], [-1.889713, -4.138173, -1.731071], [-4.096997, -5.136311, 2.420915], [0.480517, 6.274886, 0.617765], [-1.560174, 3.079483, 0.731715], [-2.316486, 0.670391, -7.563737], [-0.574037, -2.892090, -1.977226], [2.518968, 9.435365, 1.303203], [6.242108, -3.393398, -0.632988], [3.600080, 8.528912, 0.202287], [6.130907, -2.102536, 0.621792], [0.407854, 3.262670, 5.843258], [-2.270058, -0.286362, 0.415842]],
  "forces_ev_per_angstrom": [[-0.03, -0.06, -0.12], [-0.15, -0.03, 0.08], [0.21, -0.13, -0.05], [-0.13, 0.15, -0.22], [0.03, 0.05, 0.05], [0.05, -0.55, 0.04], [-0.04, -0.04, 0.03], [0.12, 0.32, -0.21], [0.07, 0.15, -0.06], [-0.55, -0.99, 0.34], [-0.15, 0.09, -0.02], [-0.26, 0.76, -1.05], [-0.30, 1.22, -1.06], [-0.37, -0.37, -0.46], [0.00, 0.06, -0.10], [0.26, -0.94, 1.49], [0.82, 0.56, 0.29], [-0.66, -0.94, 0.87], [0.98, 0.52, 0.73], [1.00, 0.78, -0.43], [-0.21, 0.00, -0.66], [-0.06, 0.15, -0.02], [-0.43, 0.20, -0.23], [-0.14, -0.13, 0.26], [-0.12, 0.03, -0.01], [0.74, 0.73, -0.09], [-0.91, -0.59, 0.62], [1.14, 0.68, 0.34], [0.13, 0.00, 0.09], [0.30, -0.20, 0.18], [-0.89, -0.68, -0.86], [0.21, -0.62, 1.18], [-0.89, 0.19, 0.00], [-0.40, -1.01, 0.58], [0.61, -0.15, 0.30], [0.03, 0.66, 0.26], [-1.01, 0.93, -0.72], [-0.43, -0.13, 0.17], [-0.27, 0.51, 0.01], [-0.20, 0.05, 0.33], [-0.23, -0.36, 0.07], [0.08, 0.14, 0.40], [0.23, 0.29, -0.04], [0.05, 0.01, 0.05], [-0.26, -0.01, -0.34], [0.13, -0.30, -0.46], [0.28, -0.02, -0.09], [0.19, 0.34, 0.29], [0.04, -0.03, 0.03], [0.29, 0.19, -0.25], [0.08, 0.01, 0.01], [0.01, -0.04, 0.00], [0.30, -0.04, -0.30], [-0.47, 0.02, -0.31], [-0.36, -0.41, -0.34], [-0.03, -0.08, 0.02], [0.46, 0.01, -0.07], [-0.01, 0.00, 0.08], [0.16, 0.05, -0.32], [-0.01, -0.35, 0.41], [0.07, 0.02, 0.02], [0.02, -0.61, 0.27], [0.02, -0.03, -0.09], [-0.01, -0.02, 0.08], [-0.03, 0.01, -0.07], [-0.29, 0.47, -0.01], [-0.05, 0.02, 0.33], [0.46, -0.04, 0.09], [-0.03, 0.03, -0.07], [-0.02, 0.54, 0.01], [-0.12, -0.16, -0.23], [0.38, -0.20, 0.03], [0.04, -0.01, 0.01], [-0.10, 0.36, -0.28], [0.17, -0.23, -0.25], [-0.05, -0.11, -0.05], [0.11, -0.37, -0.23], [-0.36, 0.05, -0.09], [-0.36, 0.31, 0.24], [0.19, -0.10, 0.34], [-0.01, 0.34, -0.04], [0.28, 0.35, -0.11], [0.38, -0.15, 0.11], [0.52, 0.11, 0.10], [-0.09, -0.27, -0.39], [0.09, -0.04, 0.03], [0.19, -0.38, 0.10], [0.01, -0.02, 0.04], [-0.18, -0.57, 0.17], [-0.03, -0.04, 0.03], [-0.16, 0.30, 0.16], [0.00, -0.05, 0.02], [0.02, -0.12, -0.53], [-0.03, 0.01, -0.04], [-0.08, 0.01, -0.35]],
  "lowdin_charge": [0.777, 0.796, 0.821, 0.888, -0.550, -0.050, -0.545, -0.561, 0.013, -0.054, -0.259, -0.196, -0.202, -0.159, -0.264, -0.176, -0.219, -0.204, -0.494, -0.183, -0.219, -0.267, 0.015, -0.267, -0.263, -0.217, -0.242, -0.206, -0.265, 0.011, -0.196, -0.059, -0.153, -0.184, -0.226, -0.146, -0.135, 0.116, 0.126, 0.090, 0.112, 0.110, 0.139, 0.062, 0.071, 0.087, 0.099, 0.113, 0.056, 0.071, 0.045, 0.043, 0.104, 0.099, -0.059, 0.051, 0.090, 0.062, 0.096, 0.112, 0.062, 0.083, 0.026, 0.053, 0.046, 0.099, 0.064, 0.042, 0.064, 0.142, 0.115, 0.120, 0.055, 0.124, 0.051, 0.061, 0.090, 0.097, 0.110, 0.105, 0.084, 0.134, 0.107, 0.111, 0.122, 0.036, 0.096, 0.055, 0.121, 0.059, 0.102, 0.054, 0.103, 0.054, 0.094],
  "total_charge": 1,
  "homo_lumo_gap_ev": 6.3049
}